# CH2Cl3OP

CH2Cl3OP in the gas phase in a non-equilibrium geometry (wB97M-V/def2-TZVPD, the OMol25 dataset).

Last column: Löwdin charge in e.
Cartesian coordinates (Å):
O (1.49487, -0.61367, 1.17338)  -0.4213
P (0.11415, -0.31303, 0.76870)  -0.2245
Cl (-0.72626, 1.04522, 2.00476)  0.3443
Cl (-0.98924, -1.93135, 0.91964)  0.3996
C (-0.02547, 0.28594, -0.91217)  -0.7893
Cl (1.43949, 1.12248, -1.41122)  0.5871
H (-0.86375, 0.94737, -0.97948)  0.0268
H (-0.44379, -0.54295, -1.56362)  0.0772

Cartesian forces, eV/Å:
O -0.576 0.251 -0.221
P 2.383 -0.004 1.170
Cl -0.227 -0.053 -0.324
Cl -0.998 -0.539 -0.113
C -1.436 -0.809 -1.002
Cl -0.242 -0.311 -0.188
H -0.356 0.905 0.215
H 1.452 0.560 0.463

Calculated values
Multiplicity: 1
HOMO, eV: -11.1
SMILES: O=P(Cl)(Cl)CCl
LUMO level, eV: 0.358
Kohn-Sham gap, eV: 11.50
Energy above the lowest of the compared OMol25 structures with the same formula, charge and spin, eV: 0.000
Energy, eV: -49975.012